(1)
Density functional theory data (ωB97M-V/def2-TZVPD) for a molecular structure, C16H40B2MgO8S4 in a non-equilibrium geometry.

The energy relative to the best compared isomer or geometry (same formula, charge and spin) comes out at 245.96 kcal/mol. Its frontier orbital gap is 5.70 eV. The value obtained for the HOMO energy is -8.6 eV. For the lowest unoccupied orbital energy, the calculation gives -2.94 eV.

Each line ends with the Mulliken charge.
Element x y z (Å)
Mg: 25.522 -3.380 -6.066  1.12
B: 25.791 -0.486 -6.252  0.55
H: 25.967 0.578 -6.221  -0.14
H: 26.686 -1.030 -6.513  -0.32
H: 25.422 -0.904 -5.328  -0.41
H: 25.077 -0.658 -7.042  -0.19
B: 25.223 -3.701 -9.374  0.51
H: 24.816 -4.441 -10.047  -0.16
H: 25.968 -4.130 -8.723  -0.50
H: 25.690 -2.960 -10.004  -0.18
H: 24.323 -3.299 -8.935  -0.26
C: 28.981 -2.507 -0.433  -0.52
C: 28.411 -1.249 0.194  -0.64
C: 26.828 -1.332 0.173  -0.61
S: 26.406 -3.041 -0.457  0.93
O: 26.327 -3.124 -1.958  -0.54
O: 25.368 -3.630 0.345  -0.63
C: 28.121 -3.634 -0.003  -0.78
H: 30.026 -2.679 -0.174  0.34
H: 28.741 -2.521 -1.497  0.34
H: 28.818 -0.418 -0.383  0.32
H: 28.623 -1.295 1.262  0.30
H: 26.356 -0.631 -0.517  0.40
H: 26.487 -1.234 1.204  0.33
H: 28.331 -4.590 -0.483  0.43
H: 28.055 -3.522 1.079  0.31
C: 23.637 -10.419 -2.664  -0.45
C: 22.614 -10.353 -3.841  -0.69
C: 23.261 -9.786 -5.151  -0.65
S: 24.819 -8.834 -4.614  0.95
O: 24.677 -7.441 -5.063  -0.58
O: 26.043 -9.559 -4.897  -0.60
C: 24.312 -9.041 -2.834  -0.79
H: 24.392 -11.157 -2.934  0.28
H: 23.170 -10.612 -1.698  0.32
H: 21.797 -9.669 -3.611  0.33
H: 22.078 -11.211 -4.246  0.32
H: 22.608 -9.039 -5.602  0.34
H: 23.451 -10.465 -5.983  0.40
H: 23.568 -8.265 -2.654  0.35
H: 25.110 -8.749 -2.152  0.46
C: 30.971 -5.780 -8.975  -0.50
C: 32.297 -5.502 -8.296  -0.68
C: 32.063 -4.952 -6.925  -0.58
S: 30.500 -5.689 -6.332  0.97
O: 29.420 -4.644 -6.273  -0.58
O: 30.796 -6.564 -5.130  -0.67
C: 30.343 -6.674 -7.881  -0.82
H: 31.150 -6.503 -9.771  0.28
H: 30.285 -4.968 -9.218  0.36
H: 32.931 -4.894 -8.941  0.34
H: 32.904 -6.405 -8.240  0.34
H: 32.022 -3.897 -6.654  0.42
H: 32.803 -5.432 -6.285  0.29
H: 29.292 -6.950 -7.964  0.47
H: 30.975 -7.546 -7.714  0.33
C: 18.542 -1.346 -4.719  -0.52
C: 17.991 -1.965 -5.939  -0.67
C: 19.010 -3.120 -6.375  -0.72
S: 20.112 -3.562 -5.028  1.05
O: 21.459 -3.054 -5.341  -0.60
O: 19.912 -4.943 -4.556  -0.67
C: 19.267 -2.415 -3.848  -0.66
H: 17.737 -0.824 -4.202  0.34
H: 19.257 -0.612 -5.090  0.28
H: 17.768 -1.294 -6.768  0.38
H: 16.985 -2.367 -5.822  0.31
H: 19.749 -2.484 -6.861  0.32
H: 18.824 -3.924 -7.086  0.45
H: 20.091 -1.875 -3.383  0.36
H: 18.597 -2.998 -3.215  0.38



(2)
Density functional theory data (ωB97M-V/def2-TZVPD) for 2 unconnected molecules or ions with the total composition C16H40BBrN6O6P in a non-equilibrium geometry.

The total charge is +1. Its frontier orbital gap is 6.73 eV. The value obtained for the HOMO energy is -10.2 eV. For the lowest unoccupied orbital energy, the calculation gives -3.43 eV.

Each line ends with the Mulliken charge.
Element x y z (Å)
C: 0.507 -0.217 0.144  -1.09
C: -0.958 -0.182 -0.239  0.01
O: -1.641 -1.410 0.034  -0.35
C: -2.009 -1.565 1.376  -0.53
C: -3.290 -0.782 1.762  -0.46
O: -3.797 -0.104 0.596  0.33
N: -5.125 0.254 0.792  -0.34
C: -5.809 0.261 -0.409  -0.12
N: -5.826 -0.720 -1.268  -0.09
B: -5.110 -2.045 -1.179  0.47
O: -4.988 -2.606 0.039  -0.53
O: -4.688 -2.596 -2.345  -0.37
C: -3.344 -2.226 -2.743  -0.36
N: -6.536 1.407 -0.619  0.14
C: -6.009 2.309 -1.649  -0.52
O: -6.864 2.245 -2.749  -0.39
C: -6.399 3.065 -3.820  -0.75
C: -6.688 1.925 0.758  -0.66
C: -5.339 1.590 1.375  -0.36
Br: -3.914 2.859 1.042  -0.09
H: 0.655 -0.456 1.196  0.16
H: 0.938 0.776 -0.005  0.36
H: 1.081 -0.884 -0.495  0.30
H: -1.457 0.645 0.281  0.17
H: -1.080 0.009 -1.306  0.31
H: -2.172 -2.623 1.576  0.38
H: -1.197 -1.242 2.034  0.24
H: -3.107 -0.063 2.565  0.42
H: -4.062 -1.471 2.104  0.38
H: -6.412 -0.544 -2.078  0.34
H: -4.428 -3.387 -0.016  0.34
H: -2.684 -3.083 -2.632  0.26
H: -2.950 -1.423 -2.114  0.00
H: -3.363 -1.879 -3.773  0.31
H: -4.971 2.076 -1.924  0.39
H: -6.014 3.321 -1.228  0.47
H: -5.945 3.987 -3.447  0.34
H: -7.248 3.296 -4.456  0.26
H: -5.657 2.525 -4.415  0.30
H: -7.023 2.953 0.817  0.45
H: -7.398 1.243 1.231  0.34
H: -5.375 1.545 2.459  0.52
O: 3.894 -0.795 -0.085  -0.76
P: 5.224 -0.407 0.431  0.32
N: 6.032 -1.811 0.876  0.17
C: 7.297 -1.819 1.594  -0.74
C: 5.998 -2.890 -0.111  -1.07
N: 4.886 0.519 1.843  0.27
C: 5.265 0.069 3.175  -1.10
C: 3.530 1.053 1.843  -1.32
N: 6.475 0.559 -0.165  0.19
C: 6.428 2.011 0.075  -0.88
C: 6.670 0.328 -1.614  -0.92
H: 8.145 -1.511 0.970  0.28
H: 7.487 -2.837 1.941  0.37
H: 7.278 -1.191 2.472  0.09
H: 6.764 -2.769 -0.887  0.33
H: 5.022 -2.932 -0.590  0.29
H: 6.171 -3.846 0.384  0.37
H: 4.933 -0.952 3.398  0.35
H: 4.823 0.742 3.912  0.40
H: 6.340 0.136 3.326  0.30
H: 2.795 0.307 2.170  0.41
H: 3.248 1.382 0.846  0.31
H: 3.475 1.921 2.506  0.49
H: 5.489 2.474 -0.242  0.29
H: 7.242 2.466 -0.492  0.39
H: 6.594 2.231 1.123  0.26
H: 5.841 0.723 -2.210  0.34
H: 6.755 -0.740 -1.821  0.21
H: 7.593 0.802 -1.943  0.37